Formula: C3H4S
Source: the Open Molecules 2025 dataset
Level of theory: ωB97M-V/def2-TZVPD

```
8
Properties=species:S:1:pos:R:3:forces:R:3
C 0.0001 -1.2954 0.4328 0.95 0.39 -0.36
C 1.1030 -0.9968 -0.2242 -0.71 -0.85 0.03
C -1.5396 0.6726 -0.4632 -0.18 0.86 -0.12
S -1.5455 -0.8791 0.0907 -1.70 0.78 0.05
H 1.0414 -0.7354 -1.2854 0.46 0.05 0.26
H 2.0067 -1.1615 0.3096 1.05 0.16 -0.13
H -0.7105 1.1518 -0.9368 1.11 -0.57 -0.10
H -2.1824 1.5088 -0.2105 -0.98 -0.82 0.37
```
Positions in Å, forces in eV/Å.

The HOMO-LUMO gap (alpha / beta) is 0.2909 / 0.2842 Eh. The calculation puts the energy relative to the best compared isomer or geometry (same formula, charge and spin) at 290.4 kJ/mol. The total energy comes out at -14006.5689 eV.

Here are the Löwdin charges for atoms 1 to 6, given in e:
1. C -0.491
2. C -0.115
3. C -0.384
4. S 0.879
5. H 0.065
6. H 0.035